C6H43B3F4O19 | ωB97M-V with the def2-TZVPD basis set

Output
LUMO level	-0.01	eV
molar mass	527.819	Da
HOMO energy	-10.2	eV
electronic energy	-2158.2083	a.u.

Geometry as ORCA input:
```
! RIJCOSX wB97M-V def2-TZVPD def2/J DEFGRID3
* xyz 0 1
C -0.254 -2.143 2.704
C -0.794 -1.567 1.387
C 0.188 -1.741 0.217
C -1.218 -0.071 1.592
B -2.640 0.100 1.029
O -2.934 0.682 -0.214
B -4.262 0.600 -0.604
O -4.897 -0.609 -0.349
B -4.578 -1.140 0.875
C -5.143 -2.578 1.339
F -4.755 -2.865 2.620
F -6.529 -2.548 1.352
C -4.767 -3.786 0.456
F -4.681 -3.344 -0.838
F -3.554 -4.250 0.796
O -3.753 -0.440 1.727
H 0.451 -1.453 3.175
H 0.211 -3.120 2.538
H -1.091 -2.293 3.403
H -1.680 -2.176 1.127
H 0.282 -2.809 -0.018
H -0.195 -1.252 -0.686
H 1.169 -1.333 0.460
H -1.236 0.142 2.672
H -0.483 0.605 1.143
H -4.831 1.536 -1.056
H -5.518 -4.578 0.518
O 3.246 -0.814 1.553
H 3.543 -0.693 2.459
H 3.940 -0.412 1.008
O -3.775 -4.118 -3.603
H -4.275 -3.804 -2.840
H -3.967 -3.486 -4.301
O 3.733 2.053 1.694
H 3.795 2.955 2.025
H 2.803 1.908 1.496
O 2.245 -3.778 4.075
H 2.655 -4.556 3.686
H 2.159 -3.990 5.009
O 5.172 0.675 -0.135
H 4.830 1.368 0.465
H 4.733 0.843 -0.974
O -1.409 -2.118 -4.341
H -2.081 -1.689 -4.876
H -1.864 -2.851 -3.905
O -5.863 1.161 3.444
H -5.534 0.342 3.064
H -6.136 0.931 4.336
O 2.831 -1.962 -1.295
H 3.642 -1.910 -0.778
H 3.111 -2.202 -2.182
O -0.223 1.108 -1.579
H -0.519 1.808 -2.170
H -0.955 1.028 -0.955
O -1.435 -0.110 5.119
H -1.065 -0.739 5.745
H -2.277 -0.494 4.855
O 3.972 4.626 0.207
H 3.281 5.029 -0.329
H 4.792 4.920 -0.198
O 1.423 1.859 -4.390
H 1.743 1.047 -4.793
H 0.900 1.575 -3.636
O 2.081 4.707 -3.679
H 1.849 3.890 -4.139
H 2.853 5.030 -4.154
O 3.343 6.040 -1.142
H 3.245 6.995 -1.172
H 2.967 5.721 -1.972
O 7.433 0.341 1.819
H 7.156 1.040 2.416
H 6.952 0.511 0.998
O 0.892 4.225 -6.815
H 0.367 4.852 -6.311
H 1.184 3.567 -6.176
*
```

=====

C14H12BrCsN7S | ωB97M-V with the def2-TZVPD basis set

Output
LUMO level	-2.62	eV
molar mass	523.175	Da
HOMO energy	-12.0	eV
electronic energy	-3916.1385	a.u.

Geometry as ORCA input:
```
! RIJCOSX wB97M-V def2-TZVPD def2/J DEFGRID3
* xyz 1 1
Cs 0.142 0.283 0.393
N -4.159 1.932 -2.435
C -3.302 2.166 -1.406
N -2.473 1.097 -1.256
C -2.767 0.355 -2.352
N -3.832 0.780 -3.035
C -2.106 -0.874 -2.763
C -2.654 -1.602 -3.809
N -2.267 -2.852 -4.029
C -1.338 -3.362 -3.213
C -0.720 -2.646 -2.244
N -1.083 -1.366 -2.034
H -4.936 2.540 -2.724
H -3.366 3.007 -0.766
H -3.355 -1.088 -4.477
H -1.041 -4.443 -3.429
H 0.131 -3.121 -1.672
Br 3.101 0.577 3.025
C 3.451 -1.129 2.284
C 4.419 -1.953 3.000
C 4.570 -3.291 2.688
C 3.809 -3.788 1.588
C 2.959 -2.932 0.961
N 2.772 -1.651 1.319
H 5.092 -1.532 3.703
H 5.406 -3.872 3.118
H 3.749 -4.820 1.364
H 2.426 -3.357 0.080
S -1.433 5.727 2.125
C -0.098 5.372 3.094
C 0.521 4.248 2.602
N -0.079 3.624 1.551
C -1.181 4.301 1.238
H 0.119 5.898 4.043
H 1.318 3.710 3.087
H -1.794 4.063 0.379
*
```

=====

C5H11O5PS2 | ωB97M-V with the def2-TZVPD basis set

Output
LUMO level	5.29	eV
molar mass	246.246	Da
HOMO energy	-0.7	eV
electronic energy	-1711.0800	a.u.

Geometry as ORCA input:
```
! RIJCOSX wB97M-V def2-TZVPD def2/J DEFGRID3
* xyz -2 1
C -0.328 -1.159 -0.951
C -0.837 0.234 -0.790
C -2.293 0.369 -1.327
C 0.025 1.313 -1.267
S -1.092 0.533 1.045
O -2.188 -0.286 1.447
O -1.430 1.939 1.049
C 0.267 0.219 2.102
S 2.028 1.049 1.207
P 3.108 -1.110 1.009
O 3.846 -1.146 2.294
O 1.851 -1.925 0.956
O 3.936 -0.902 -0.218
H 0.665 -1.463 -0.640
H -0.894 -1.925 -0.388
H -0.339 -1.650 -2.014
H -2.731 -0.400 -0.778
H -2.407 0.248 -2.478
H -2.578 1.423 -1.149
H -0.208 2.225 -0.564
H 1.078 1.043 -1.359
H -0.308 1.619 -2.274
H 0.332 0.499 3.082
H 0.497 -0.750 2.005
*
```